Entry 1:
The following is a quantum chemistry calculation of a molecular structure, C36H73ClF5NNbO9S, from the Open Molecules 2025 dataset.

Values from the calculation:
- total charge = -1
- electronic energy (eV) = -96923.9779
- LUMO (eV) = 1.45
- frontier orbital gap (eV) = 7.21
- energy relative to the best compared isomer or geometry (same formula, charge and spin) (kJ/mol) = 0.0

Structure (XYZ):
```
127
C36H73ClF5NNbO9S | the Open Molecules 2025 dataset | ωB97M-V/def2-TZVPD
C -3.833 -3.949 3.898
C -3.013 -4.219 3.035
Nb -1.478 -4.714 1.435
C 0.019 -5.516 -0.033
C 1.474 -5.678 0.482
C 2.399 -4.589 -0.122
C 3.524 -4.132 0.781
F 4.560 -3.707 -0.002
F 4.009 -5.143 1.528
C 3.173 -2.946 1.749
F 2.068 -2.311 1.372
F 4.162 -2.040 1.750
F 3.020 -3.385 2.986
C -3.190 -5.721 0.358
C -3.326 -5.383 -1.099
O -2.484 -4.921 -1.820
O -4.562 -5.646 -1.647
C -1.731 -2.714 0.338
C -1.521 -1.476 1.134
O -1.631 -1.288 2.294
Cl -0.978 -0.027 0.095
N 0.013 -3.960 2.767
C 0.158 -4.668 3.713
S 0.644 -5.840 4.680
H -4.363 -3.828 4.810
H -1.261 -6.311 2.306
H -0.375 -6.459 -0.417
H 0.028 -4.810 -0.868
H 1.558 -5.733 1.566
H 1.854 -6.630 0.107
H 1.828 -3.744 -0.497
H 2.899 -5.024 -0.987
H -4.113 -5.403 0.855
H -3.139 -6.805 0.490
H -5.108 -6.028 -0.950
H -2.716 -2.660 -0.137
H -1.012 -2.713 -0.485
C 3.502 0.805 0.227
C 3.638 0.324 -1.206
O 4.454 1.152 -2.020
C 5.796 1.298 -1.593
C 6.571 -0.006 -1.532
H 3.123 1.828 0.254
H 2.809 0.162 0.770
H 4.457 0.788 0.756
H 2.656 0.324 -1.681
H 3.999 -0.710 -1.231
H 5.838 1.814 -0.628
H 6.267 1.960 -2.322
H 6.161 -0.690 -0.787
H 7.610 0.193 -1.265
H 6.544 -0.513 -2.499
C -6.796 -6.178 -5.203
C -7.057 -6.395 -3.723
O -8.413 -6.202 -3.344
C -9.357 -7.049 -3.964
C -9.133 -8.529 -3.697
H -7.125 -5.183 -5.506
H -5.729 -6.271 -5.409
H -7.321 -6.907 -5.825
H -6.483 -5.670 -3.151
H -6.710 -7.386 -3.410
H -9.399 -6.855 -5.043
H -10.325 -6.753 -3.556
H -8.192 -8.881 -4.120
H -9.938 -9.117 -4.140
H -9.108 -8.722 -2.623
C 9.835 2.605 2.418
C 9.720 2.208 0.955
O 8.460 2.496 0.378
C 8.073 3.856 0.375
C 9.016 4.764 -0.398
H 9.043 2.136 3.003
H 10.799 2.287 2.817
H 9.758 3.685 2.560
H 9.840 1.128 0.863
H 10.525 2.664 0.367
H 7.941 4.218 1.401
H 7.089 3.879 -0.093
H 10.009 4.800 0.055
H 8.623 5.781 -0.419
H 9.131 4.412 -1.424
C -3.878 2.585 1.679
C -3.998 2.208 0.214
O -5.278 2.466 -0.346
C -5.705 3.813 -0.328
C -4.794 4.757 -1.097
H -4.646 2.080 2.268
H -2.899 2.291 2.058
H -3.990 3.660 1.838
H -3.840 1.136 0.109
H -3.217 2.696 -0.378
H -5.841 4.159 0.703
H -6.693 3.818 -0.792
H -3.800 4.817 -0.651
H -5.217 5.762 -1.107
H -4.675 4.416 -2.127
C -8.904 1.603 -2.356
C -9.824 2.356 -1.413
O -9.879 3.752 -1.658
C -10.338 4.140 -2.938
C -11.752 3.680 -3.255
H -7.899 2.026 -2.324
H -8.848 0.552 -2.071
H -9.252 1.649 -3.390
H -9.454 2.250 -0.394
H -10.832 1.925 -1.427
H -9.640 3.806 -3.714
H -10.307 5.231 -2.939
H -11.825 2.592 -3.303
H -12.067 4.077 -4.221
H -12.447 4.027 -2.489
C 8.886 8.281 5.863
C 9.735 7.058 5.557
O 9.261 6.286 4.471
C 9.190 6.945 3.220
C 10.530 7.454 2.715
H 7.849 7.991 6.038
H 9.263 8.785 6.754
H 8.897 9.002 5.044
H 9.723 6.387 6.416
H 10.781 7.345 5.397
H 8.453 7.754 3.253
H 8.805 6.201 2.521
H 10.942 8.230 3.361
H 10.417 7.879 1.717
H 11.254 6.639 2.669
```

=====

Entry 2:
The following is a quantum chemistry calculation of 3 unconnected molecules or ions with the total composition C36H73F3IN9O9P3, from the Open Molecules 2025 dataset.

Values from the calculation:
- total charge = +1
- electronic energy (eV) = -114442.0817
- LUMO (eV) = -3.82
- frontier orbital gap (eV) = 5.46

Structure (XYZ):
```
134
C36H73F3IN9O9P3 | the Open Molecules 2025 dataset | ωB97M-V/def2-TZVPD
C -1.208 -4.447 5.956
C -0.155 -4.786 4.702
O -1.004 -5.168 3.564
P -0.204 -4.949 2.033
O 0.594 -6.303 1.671
C -1.554 -4.582 0.728
C -2.607 -3.387 1.150
C -2.939 -2.530 -0.208
C -3.226 -0.934 0.028
C -4.611 -0.072 -0.340
C -5.962 -0.773 -0.988
O -6.839 -1.103 0.178
C -8.084 -1.738 -0.288
F -7.810 -3.060 -0.959
F -8.838 -0.826 -1.190
F -8.966 -1.991 0.908
N -4.453 1.424 -0.003
C -5.461 2.529 -0.228
C -5.752 2.959 -1.808
C -6.843 4.202 -2.049
C -7.520 4.847 -0.704
N -7.261 4.483 0.730
C -6.287 3.356 0.920
C -3.034 1.441 0.544
C -2.563 2.945 0.994
O -3.320 3.470 2.179
C -2.819 2.833 3.420
O -2.925 3.678 4.622
C -1.696 3.639 5.432
C -2.162 3.564 7.032
O -1.878 2.182 7.540
N -2.274 0.101 0.589
C -0.846 -0.012 1.073
I -0.701 -0.401 3.267
C 0.104 -1.027 0.192
C 0.209 -0.451 -1.339
O 0.981 -3.672 1.995
C 2.334 -4.152 2.319
C 3.192 -2.798 2.791
H -1.023 -5.121 6.895
H -2.315 -4.571 5.538
H -1.089 -3.300 6.213
H 0.470 -3.808 4.551
H 0.563 -5.633 5.075
H -1.032 -4.420 -0.316
H -2.197 -5.582 0.629
H -3.624 -3.926 1.460
H -2.279 -2.748 2.074
H -2.114 -2.656 -1.061
H -3.932 -2.998 -0.676
H -5.597 -1.740 -1.543
H -6.460 0.030 -1.679
H -5.202 2.455 -2.726
H -7.078 4.540 -3.157
H -8.296 5.736 -0.892
H -6.066 3.033 2.048
H -1.404 3.082 1.125
H -2.875 3.671 0.100
H -3.460 1.861 3.605
H -1.717 2.496 3.202
H -1.018 2.702 5.258
H -1.045 4.591 5.197
H -3.290 3.842 7.180
H -1.421 4.292 7.598
H -2.064 2.260 8.522
H -0.366 1.073 0.944
H -0.209 -2.154 0.236
H 1.195 -0.942 0.664
H 0.017 0.705 -1.336
H 1.253 -0.766 -1.774
H -0.664 -0.926 -1.990
H 2.886 -4.518 1.326
H 2.372 -4.981 3.157
H 4.348 -2.981 2.821
H 2.717 -2.471 3.812
H 2.894 -1.960 2.002
O -2.360 5.250 -2.282
P -1.112 5.635 -3.113
N -0.639 6.868 -2.036
C -1.491 7.988 -1.672
C -0.040 6.331 -0.806
N -2.018 6.206 -4.442
C -2.267 7.591 -4.790
C -3.191 5.408 -4.808
N 0.323 6.077 -4.070
C 1.186 7.237 -3.949
C 0.545 5.335 -5.305
H -0.925 8.720 -1.086
H -2.365 7.684 -1.097
H -1.826 8.552 -2.545
H 0.724 5.583 -1.051
H -0.790 5.851 -0.168
H 0.463 7.114 -0.228
H -3.081 8.020 -4.193
H -2.554 7.679 -5.845
H -1.385 8.215 -4.683
H -4.054 5.656 -4.182
H -2.982 4.339 -4.702
H -3.469 5.564 -5.857
H 0.660 8.173 -4.145
H 2.027 7.197 -4.653
H 1.652 7.292 -2.959
H 0.201 5.905 -6.174
H 0.008 4.381 -5.290
H 1.604 5.093 -5.440
O 6.080 -4.184 0.528
P 6.356 -4.979 -0.772
N 6.766 -6.409 0.061
C 7.826 -6.486 1.052
C 5.584 -7.095 0.600
N 7.711 -4.037 -1.209
C 9.105 -4.411 -1.078
C 7.585 -2.594 -0.991
N 6.674 -5.893 -2.266
C 7.311 -7.186 -2.435
C 6.517 -5.173 -3.524
H 7.999 -7.528 1.342
H 7.607 -5.909 1.950
H 8.788 -6.161 0.654
H 4.814 -7.190 -0.175
H 5.149 -6.548 1.444
H 5.824 -8.113 0.929
H 9.471 -4.261 -0.055
H 9.732 -3.803 -1.741
H 9.293 -5.439 -1.372
H 7.802 -2.327 0.049
H 6.573 -2.252 -1.232
H 8.263 -2.031 -1.642
H 8.354 -7.184 -2.111
H 7.309 -7.510 -3.483
H 6.774 -7.974 -1.897
H 7.487 -4.845 -3.913
H 5.886 -4.288 -3.392
H 6.026 -5.794 -4.281
```

=====

Entry 3:
The following is a quantum chemistry calculation of 7 unconnected molecules or ions with the total composition C36H74BBr12O3S, from the Open Molecules 2025 dataset.

Values from the calculation:
- total charge = -1
- electronic energy (eV) = -896689.2319
- LUMO (eV) = 1.74
- frontier orbital gap (eV) = 6.13

Structure (XYZ):
```
127
C36H74BBr12O3S | the Open Molecules 2025 dataset | ωB97M-V/def2-TZVPD
C -4.002 -4.349 5.929
C -3.780 -2.694 5.851
C -2.986 -2.280 4.460
C -3.796 -1.093 3.606
C -3.181 0.341 4.167
C -3.860 1.671 3.470
C -3.740 1.707 1.831
C -2.521 2.650 1.257
C -2.761 2.964 -0.368
C -2.087 1.682 -1.186
C -2.188 1.839 -2.831
C -1.623 0.436 -3.531
C -0.367 0.677 -4.561
C -0.208 -0.655 -5.553
C 1.240 -1.452 -5.299
C 1.089 -2.203 -3.850
C 2.370 -3.123 -3.405
C 3.537 -2.337 -2.565
B 3.048 -1.671 -1.143
S 1.472 -2.441 -0.377
O 2.878 -0.229 -1.542
C 4.219 0.309 -1.138
O 4.488 1.742 -1.335
C 4.174 -0.282 0.426
C 2.969 0.232 1.416
C 3.127 1.774 1.954
C 2.441 2.856 0.885
C 2.175 1.880 3.325
O 3.965 -1.717 0.039
H -4.341 -4.659 7.024
H -3.007 -4.933 5.653
H -4.905 -4.634 5.224
H -3.145 -2.352 6.776
H -4.855 -2.232 5.805
H -2.913 -3.289 3.827
H -1.894 -1.874 4.682
H -4.938 -1.232 3.821
H -3.520 -1.294 2.470
H -2.005 0.369 3.962
H -3.318 0.308 5.343
H -4.979 1.716 3.859
H -3.329 2.622 3.954
H -3.596 0.610 1.398
H -4.746 2.144 1.409
H -2.510 3.699 1.815
H -1.495 2.091 1.444
H -2.124 3.907 -0.688
H -3.909 3.116 -0.622
H -2.634 0.671 -0.888
H -0.948 1.557 -0.875
H -1.636 2.793 -3.249
H -3.339 1.935 -3.122
H -2.549 -0.111 -4.043
H -1.307 -0.273 -2.624
H -0.406 1.685 -5.160
H 0.632 0.696 -3.913
H -1.128 -1.392 -5.362
H -0.329 -0.315 -6.688
H 2.164 -0.705 -5.303
H 1.312 -2.283 -6.129
H 0.755 -1.398 -3.070
H 0.166 -2.952 -3.959
H 2.038 -4.116 -2.831
H 2.878 -3.506 -4.412
H 4.355 -3.159 -2.283
H 4.125 -1.561 -3.256
H 0.585 -1.339 -0.163
H 5.170 -0.217 -1.578
H 5.442 1.879 -1.004
H 5.232 -0.268 0.959
H 1.887 0.129 0.972
H 2.991 -0.472 2.379
H 4.232 2.049 2.240
H 3.343 3.476 0.417
H 2.038 2.186 -0.015
H 1.615 3.527 1.372
H 2.281 0.916 4.005
H 2.373 2.854 3.944
H 1.061 1.947 2.904
Br 3.561 -5.222 -0.470
C 3.622 -5.241 1.479
C 4.980 -5.679 1.979
Br 5.199 -7.611 1.824
H 2.806 -5.885 1.818
H 3.415 -4.210 1.780
H 5.085 -5.465 3.046
H 5.811 -5.219 1.437
Br -7.247 0.934 3.775
C -8.153 1.173 2.064
C -8.036 -0.066 1.207
Br -6.267 -0.199 0.397
H -7.727 2.065 1.599
H -9.199 1.367 2.321
H -8.732 -0.018 0.364
H -8.206 -0.994 1.759
Br 4.457 -0.819 -6.682
C 4.517 -1.790 -8.373
C 3.330 -1.448 -9.242
Br 1.719 -2.361 -8.628
H 4.585 -2.854 -8.128
H 5.449 -1.472 -8.850
H 3.485 -1.805 -10.265
H 3.102 -0.379 -9.266
Br -3.814 -6.113 3.497
C -5.423 -6.436 2.444
C -5.247 -5.965 1.019
Br -5.399 -4.024 0.894
H -6.250 -5.945 2.965
H -5.571 -7.519 2.476
H -6.047 -6.354 0.383
H -4.280 -6.238 0.587
Br 2.759 6.590 -0.006
C 2.820 5.618 -1.697
C 1.633 5.960 -2.566
Br 0.022 5.048 -1.952
H 2.887 4.555 -1.452
H 3.752 5.936 -2.174
H 1.788 5.604 -3.589
H 1.405 7.030 -2.590
Br 4.531 6.390 5.359
C 5.270 6.873 3.620
C 5.129 8.355 3.359
Br 3.301 8.811 2.854
H 4.766 6.251 2.875
H 6.325 6.589 3.671
H 5.743 8.656 2.505
H 5.385 8.975 4.222
```

=====

Q: electronic energy of number 3 (C36H74BBr12O3S)?
A: -896689.2319 eV

=====

Q: The highest frontier orbital gap belongs to which entry?
A: C36H73ClF5NNbO9S

=====

Q: Among the records above, which one has the lowest LUMO?
A: C36H73F3IN9O9P3